Entry 1:
ORCA calculation (ωB97M-V/def2-TZVPD) on a cluster of 2 separate species, C9H14O in total in a non-equilibrium geometry.

As for the SMILES: Cc1ccc(O)cc1.CC.

Cartesian coordinates (Å):
1 C 2.3228 0.8839 -0.7014
2 C 1.9921 -0.3679 -0.0125
3 C 2.7912 -1.2916 0.6352
4 C 2.3293 -2.4789 1.1577
5 C 0.9980 -2.8844 0.9944
6 O 0.6451 -4.0486 1.5425
7 C 0.1289 -1.9240 0.4360
8 C 0.6269 -0.7487 -0.0943
9 H 2.5285 1.7937 -0.1266
10 H 1.6954 1.3272 -1.5100
11 H 3.0987 0.7393 -1.4815
12 H 3.8225 -0.9688 0.7737
13 H 2.9966 -3.1443 1.6885
14 H -0.1888 -4.4607 1.3893
15 H -0.9230 -2.1838 0.3368
16 H -0.0653 -0.0013 -0.4797
17 C -2.5736 2.5308 -1.1519
18 C -3.6166 2.3708 -0.0457
19 H -1.5684 2.5572 -0.7267
20 H -2.5803 1.5935 -1.7284
21 H -2.6695 3.5445 -1.5395
22 H -4.5354 2.6237 -0.5900
23 H -3.8125 1.4324 0.4846
24 H -3.4426 3.1058 0.7494

Population analysis type natural (NBO), resulting atomic charges in e: C -0.66; C -0.08; C -0.17; C -0.27; C 0.31; O -0.68; C -0.29; C -0.17; H 0.22; H 0.23; H 0.22; H 0.21; H 0.22; H 0.50; H 0.21; H 0.21; C -0.62; C -0.61; H 0.19; H 0.21; H 0.22; H 0.20; H 0.21; H 0.20

***

Entry 2:
ORCA calculation (ωB97M-V/def2-TZVPD) on a cluster of 2 separate species, C9H14O in total in a non-equilibrium geometry.

As for the SMILES: Cc1ccc(O)cc1.CC.

Cartesian coordinates (Å):
1 C 1.2436 2.1926 1.6813
2 C 1.6480 0.9462 0.9135
3 C 1.6003 -0.3344 1.4221
4 C 2.0642 -1.4142 0.6453
5 C 2.1496 -1.1277 -0.7024
6 O 2.4214 -2.2576 -1.4018
7 C 2.0814 0.1280 -1.3177
8 C 1.8375 1.1567 -0.4488
9 H 1.6151 1.9142 2.6410
10 H 0.1900 2.1380 1.7193
11 H 1.7338 3.1185 1.1969
12 H 1.3498 -0.6069 2.5245
13 H 1.7441 -2.4010 1.0572
14 H 2.4749 -2.2865 -2.4025
15 H 1.8987 0.3545 -2.4025
16 H 2.0851 2.0932 -0.7966
17 C -3.5587 0.1455 -0.1688
18 C -3.3350 -1.0669 -0.9249
19 H -4.6184 0.2664 -0.0347
20 H -3.0806 0.1815 0.7845
21 H -3.3742 1.1519 -0.5968
22 H -2.3958 -1.5186 -0.7667
23 H -3.5491 -0.9413 -1.9809
24 H -4.2257 -1.8320 -0.6405

Population analysis type natural (NBO), resulting atomic charges in e: C -0.62; C -0.07; C -0.18; C -0.28; C 0.31; O -0.70; C -0.30; C -0.18; H 0.21; H 0.22; H 0.22; H 0.21; H 0.23; H 0.49; H 0.22; H 0.20; C -0.62; C -0.60; H 0.20; H 0.21; H 0.20; H 0.21; H 0.21; H 0.19

***

Entry 3:
ORCA calculation (ωB97M-V/def2-TZVPD) on a cluster of 2 separate species, C9H14O in total in a non-equilibrium geometry.

As for the SMILES: Cc1ccccc1.CCO.

Cartesian coordinates (Å):
1 C 1.6396 2.3451 -0.7343
2 C 1.4626 1.1784 0.1838
3 C 1.0245 1.4439 1.4719
4 C 0.7003 0.3892 2.3235
5 C 0.9684 -0.9233 1.9476
6 C 1.5079 -1.2231 0.6877
7 C 1.7379 -0.1489 -0.1599
8 H 2.1853 2.0868 -1.6452
9 H 2.1994 3.1697 -0.2879
10 H 0.6893 2.7881 -1.0370
11 H 0.7928 2.4555 1.7798
12 H 0.2664 0.5202 3.3033
13 H 0.6236 -1.6917 2.6292
14 H 1.8792 -2.1967 0.4096
15 H 2.1432 -0.3251 -1.1500
16 C -1.5808 -0.4367 -1.1182
17 C -2.8900 -1.1775 -1.1273
18 O -2.5774 -2.6031 -1.2542
19 H -0.9280 -0.8126 -0.3352
20 H -1.6401 0.6446 -0.9986
21 H -1.1364 -0.6576 -2.0898
22 H -3.5933 -1.1713 -0.2866
23 H -3.5944 -0.9536 -1.9306
24 H -1.8801 -2.7001 -0.5821

Population analysis type natural (NBO), resulting atomic charges in e: C -0.63; C -0.03; C -0.21; C -0.21; C -0.22; C -0.22; C -0.20; H 0.22; H 0.22; H 0.22; H 0.21; H 0.21; H 0.21; H 0.22; H 0.21; C -0.65; C -0.08; O -0.72; H 0.21; H 0.22; H 0.22; H 0.17; H 0.18; H 0.45

***

Entry 4:
ORCA calculation (ωB97M-V/def2-TZVPD) on a cluster of 2 separate species, C9H14O in total in a non-equilibrium geometry.

As for the SMILES: Cc1ccc(O)cc1.CC.

Cartesian coordinates (Å):
1 C 1.2649 -1.9353 -1.3158
2 C 0.0853 -1.4333 -0.5223
3 C -1.1284 -1.3656 -1.1773
4 C -2.1668 -0.7367 -0.5906
5 C -2.0099 0.0954 0.4924
6 O -2.9898 0.8175 1.0967
7 C -0.7929 -0.0069 1.2128
8 C 0.2352 -0.8336 0.7741
9 H 1.2055 -2.3058 -2.4691
10 H 1.7508 -2.7624 -0.5941
11 H 1.9048 -1.1461 -1.5342
12 H -1.2898 -1.9065 -2.1898
13 H -3.1728 -0.9107 -1.1904
14 H -2.6776 1.5612 1.7528
15 H -0.4392 0.8974 1.8982
16 H 1.0964 -0.8818 1.3848
17 C 3.5302 2.1297 0.4893
18 C 2.3443 2.1252 -0.3813
19 H 3.9858 3.0389 0.4729
20 H 3.0700 2.0344 1.5928
21 H 4.1921 1.3413 0.3350
22 H 2.2662 1.0739 -0.7927
23 H 2.4898 2.7658 -1.3503
24 H 1.3644 2.4279 0.0221

Population analysis type natural (NBO), resulting atomic charges in e: C -0.63; C -0.04; C -0.20; C -0.26; C 0.27; O -0.68; C -0.26; C -0.20; H 0.22; H 0.22; H 0.21; H 0.22; H 0.22; H 0.49; H 0.21; H 0.22; C -0.59; C -0.61; H 0.20; H 0.19; H 0.21; H 0.20; H 0.20; H 0.21

***

Entry 5:
ORCA calculation (ωB97M-V/def2-TZVPD) on a cluster of 2 separate species, C9H14O in total in a non-equilibrium geometry.

As for the SMILES: CCc1ccccc1.CO.

Cartesian coordinates (Å):
1 C 0.0083 -0.8962 2.7248
2 C -0.1669 0.2402 1.7171
3 C 0.7330 0.1771 0.4816
4 C 0.4591 1.1408 -0.5268
5 C 1.3592 1.0976 -1.5752
6 C 2.2057 0.0283 -1.8431
7 C 2.4003 -0.9494 -0.8887
8 C 1.6614 -0.8186 0.2939
9 H -0.1961 -0.7258 3.7777
10 H 0.8621 -1.5412 2.6633
11 H -0.6736 -1.6915 2.4208
12 H -1.2199 0.2729 1.4561
13 H 0.0118 1.1442 2.3060
14 H -0.3540 1.8482 -0.5185
15 H 1.2905 1.8280 -2.3792
16 H 2.7227 -0.1014 -2.7859
17 H 2.9433 -1.8487 -1.1157
18 H 1.7903 -1.5298 1.0840
19 C -3.8887 0.3169 -0.4841
20 O -2.5298 -0.1560 -0.3947
21 H -3.8376 1.3390 -0.8649
22 H -4.4239 -0.2516 -1.2463
23 H -4.2823 0.1808 0.5148
24 H -2.1667 -0.1810 -1.2788

Population analysis type natural (NBO), resulting atomic charges in e: C -0.62; C -0.44; C 0.00; C -0.21; C -0.21; C -0.23; C -0.20; C -0.23; H 0.21; H 0.20; H 0.21; H 0.24; H 0.21; H 0.22; H 0.20; H 0.21; H 0.21; H 0.21; C -0.25; O -0.74; H 0.17; H 0.17; H 0.19; H 0.47

***

Entry 6:
ORCA calculation (ωB97M-V/def2-TZVPD) on a cluster of 2 separate species, C9H14O in total in a non-equilibrium geometry.

As for the SMILES: Cc1ccc(O)cc1.CC.

Cartesian coordinates (Å):
1 C 0.1027 1.6665 1.5904
2 C -0.5105 0.5339 0.8569
3 C -0.9243 0.6366 -0.4686
4 C -1.5530 -0.4368 -1.1432
5 C -1.7189 -1.6289 -0.4585
6 O -2.4519 -2.6457 -1.0429
7 C -1.4120 -1.7118 0.8992
8 C -0.7136 -0.6996 1.5145
9 H 0.7536 2.3491 1.0339
10 H 0.6866 1.2386 2.4081
11 H -0.5855 2.3887 2.0433
12 H -0.8998 1.5368 -1.0717
13 H -1.6940 -0.3480 -2.2104
14 H -1.8895 -3.4068 -1.2438
15 H -1.7675 -2.6108 1.3884
16 H -0.4270 -0.7201 2.5570
17 C 3.2668 1.1222 -1.0272
18 C 4.0346 2.3126 -0.5109
19 H 2.2332 1.3836 -1.2883
20 H 3.7306 0.6525 -1.8859
21 H 3.0403 0.4452 -0.1988
22 H 5.0750 2.0360 -0.2735
23 H 3.7640 2.6939 0.4737
24 H 4.1774 3.1215 -1.2272

Population analysis type natural (NBO), resulting atomic charges in e: C -0.63; C -0.04; C -0.19; C -0.24; C 0.26; O -0.70; C -0.25; C -0.20; H 0.22; H 0.21; H 0.22; H 0.21; H 0.22; H 0.48; H 0.22; H 0.21; C -0.62; C -0.62; H 0.20; H 0.21; H 0.21; H 0.20; H 0.21; H 0.20

***

Entry 7:
ORCA calculation (ωB97M-V/def2-TZVPD) on a cluster of 2 separate species, C9H14O in total in a non-equilibrium geometry.

As for the SMILES: Cc1ccccc1.CCO.

Cartesian coordinates (Å):
1 C -2.7706 0.0576 0.4613
2 C -1.5637 0.6805 -0.1144
3 C -0.6354 1.3593 0.6922
4 C 0.5207 1.9220 0.1046
5 C 0.8024 1.8230 -1.2525
6 C -0.0834 1.0800 -1.9775
7 C -1.3153 0.5877 -1.4919
8 H -3.6298 0.6879 0.7183
9 H -2.5551 -0.5272 1.3820
10 H -3.2050 -0.6647 -0.1966
11 H -0.8833 1.4296 1.7544
12 H 1.0877 2.6852 0.6181
13 H 1.7550 2.2112 -1.6198
14 H 0.0613 0.7682 -3.0155
15 H -1.8394 -0.1853 -2.0220
16 C 2.5430 -1.0816 0.8581
17 C 1.0934 -1.4990 0.4418
18 O 0.5748 -2.5732 1.2073
19 H 3.1047 -1.9747 1.1440
20 H 2.3874 -0.4231 1.7269
21 H 3.0322 -0.6056 0.0183
22 H 0.3341 -0.7575 0.4931
23 H 1.1547 -1.8723 -0.5860
24 H 0.0296 -3.1283 0.6559

Population analysis type natural (NBO), resulting atomic charges in e: C -0.64; C -0.01; C -0.22; C -0.19; C -0.24; C -0.19; C -0.22; H 0.23; H 0.22; H 0.21; H 0.22; H 0.21; H 0.22; H 0.21; H 0.21; C -0.63; C -0.06; O -0.74; H 0.22; H 0.21; H 0.21; H 0.18; H 0.14; H 0.47

***

Entry 8:
ORCA calculation (ωB97M-V/def2-TZVPD) on a cluster of 2 separate species, C9H14O in total in a non-equilibrium geometry.

As for the SMILES: Cc1ccc(O)cc1.CC.

Cartesian coordinates (Å):
1 C 1.6291 0.2792 2.4704
2 C 1.0577 -0.6332 1.4240
3 C 1.8024 -1.6798 0.8787
4 C 1.2369 -2.5329 -0.0578
5 C -0.0253 -2.2262 -0.5479
6 O -0.4554 -3.0583 -1.5802
7 C -0.8300 -1.2321 -0.0122
8 C -0.2341 -0.4401 0.9603
9 H 2.0402 -0.3106 3.2950
10 H 0.9045 0.9582 2.8406
11 H 2.4519 0.8821 2.1203
12 H 2.7868 -1.8470 1.2906
13 H 1.7303 -3.4426 -0.3708
14 H -0.9340 -2.5319 -2.2382
15 H -1.8755 -1.2205 -0.2653
16 H -0.8209 0.2890 1.5162
17 C -1.9112 1.9825 -1.8389
18 C -0.7475 2.6197 -1.0803
19 H -2.2382 2.6219 -2.6577
20 H -1.5477 1.0316 -2.2179
21 H -2.7731 1.9069 -1.2059
22 H -0.4478 2.1302 -0.1606
23 H -0.9227 3.6783 -0.8319
24 H 0.1235 2.7757 -1.7307

Population analysis type natural (NBO), resulting atomic charges in e: C -0.62; C -0.05; C -0.18; C -0.26; C 0.30; O -0.70; C -0.30; C -0.18; H 0.21; H 0.21; H 0.22; H 0.21; H 0.23; H 0.48; H 0.22; H 0.20; C -0.61; C -0.61; H 0.20; H 0.20; H 0.20; H 0.21; H 0.20; H 0.20

***

Entry 9:
ORCA calculation (ωB97M-V/def2-TZVPD) on a cluster of 2 separate species, C9H14O in total in a non-equilibrium geometry.

As for the SMILES: Cc1ccc(O)cc1.CC.

Cartesian coordinates (Å):
1 C -0.7144 2.0593 -2.2063
2 C 0.3186 1.2199 -1.4921
3 C 0.2327 0.7500 -0.2569
4 C 1.0513 -0.3104 0.2511
5 C 2.1270 -0.7695 -0.4825
6 O 3.0458 -1.6889 -0.0071
7 C 2.3347 -0.1426 -1.7162
8 C 1.4896 0.8524 -2.2053
9 H -1.7658 1.6190 -2.0501
10 H -0.8234 2.2098 -3.3112
11 H -0.5703 3.0732 -1.8708
12 H -0.5517 1.1972 0.3736
13 H 0.6997 -0.7808 1.1481
14 H 3.6237 -2.1802 -0.7060
15 H 3.2231 -0.4178 -2.2185
16 H 1.7645 1.3231 -3.0656
17 C -2.2808 -0.8395 1.8195
18 C -1.5954 -1.2711 3.1251
19 H -1.9220 -1.2800 0.8561
20 H -3.3288 -0.9356 1.8864
21 H -2.1479 0.2920 1.6846
22 H -2.0906 -0.9660 4.0325
23 H -0.7069 -0.6441 3.2873
24 H -1.4126 -2.3697 3.1244

Population analysis type natural (NBO), resulting atomic charges in e: C -0.65; C -0.05; C -0.19; C -0.27; C 0.30; O -0.69; C -0.27; C -0.17; H 0.22; H 0.23; H 0.22; H 0.21; H 0.22; H 0.49; H 0.20; H 0.20; C -0.61; C -0.62; H 0.22; H 0.20; H 0.19; H 0.21; H 0.21; H 0.21

***

Entry 10:
ORCA calculation (ωB97M-V/def2-TZVPD) on a cluster of 2 separate species, C9H14O in total in a non-equilibrium geometry.

As for the SMILES: Cc1ccc(O)cc1.CC.

Cartesian coordinates (Å):
1 C 0.1962 -1.7135 1.8578
2 C -0.3611 -0.4338 1.3118
3 C -1.6671 -0.4308 0.8874
4 C -2.0679 0.7786 0.2668
5 C -1.2507 1.8662 0.0800
6 O -1.6483 2.7767 -0.8485
7 C 0.0929 1.8297 0.6013
8 C 0.4190 0.7347 1.3597
9 H 0.7511 -2.2367 1.0891
10 H -0.6127 -2.2755 2.3429
11 H 0.9501 -1.7103 2.6743
12 H -2.3076 -1.2769 1.1132
13 H -3.0722 0.7562 -0.1177
14 H -1.5660 3.7194 -0.6913
15 H 0.6987 2.6878 0.3389
16 H 1.3108 0.6829 1.9850
17 C 0.5844 -0.9887 -1.6655
18 C 1.9905 -0.4390 -1.9261
19 H -0.1488 -0.3368 -1.2173
20 H -0.0043 -1.2794 -2.5755
21 H 0.6135 -1.9300 -1.1221
22 H 2.7644 -1.0457 -1.4295
23 H 2.2280 -0.2440 -2.9486
24 H 2.1071 0.5089 -1.3662

Population analysis type natural (NBO), resulting atomic charges in e: C -0.64; C -0.02; C -0.20; C -0.26; C 0.28; O -0.70; C -0.26; C -0.21; H 0.22; H 0.21; H 0.22; H 0.22; H 0.22; H 0.49; H 0.22; H 0.22; C -0.63; C -0.62; H 0.22; H 0.20; H 0.20; H 0.20; H 0.21; H 0.21

***

Entry 11:
ORCA calculation (ωB97M-V/def2-TZVPD) on a cluster of 2 separate species, C9H14O in total in a non-equilibrium geometry.

As for the SMILES: Cc1ccc(O)cc1.CC.

Cartesian coordinates (Å):
1 C 2.2932 2.3008 1.5744
2 C 1.6534 1.4059 0.5457
3 C 0.3792 1.7230 0.0674
4 C -0.2556 0.9486 -0.8972
5 C 0.3942 -0.1517 -1.4313
6 O -0.1779 -0.8104 -2.4916
7 C 1.6722 -0.4706 -0.9880
8 C 2.2751 0.2839 0.0094
9 H 3.3436 2.4940 1.3728
10 H 2.1139 1.9449 2.5905
11 H 1.7870 3.2725 1.5554
12 H -0.0956 2.6429 0.3790
13 H -1.1887 1.3243 -1.2818
14 H 0.5059 -1.2893 -2.9718
15 H 2.2140 -1.3062 -1.4187
16 H 3.2141 -0.0357 0.4463
17 C -1.9629 -2.3110 0.3575
18 C -3.0409 -1.2393 0.3215
19 H -2.2468 -3.1956 -0.2107
20 H -0.9552 -2.0064 0.0949
21 H -1.9157 -2.7306 1.3707
22 H -2.6218 -0.2363 0.4325
23 H -3.7127 -1.3435 1.1418
24 H -3.6721 -1.2142 -0.5688

Population analysis type natural (NBO), resulting atomic charges in e: C -0.63; C -0.05; C -0.18; C -0.27; C 0.30; O -0.67; C -0.29; C -0.19; H 0.22; H 0.22; H 0.21; H 0.21; H 0.23; H 0.48; H 0.21; H 0.21; C -0.61; C -0.61; H 0.20; H 0.21; H 0.20; H 0.21; H 0.20; H 0.20

***

Entry 12:
ORCA calculation (ωB97M-V/def2-TZVPD) on a cluster of 2 separate species, C9H14O in total in a non-equilibrium geometry.

As for the SMILES: Cc1ccc(O)cc1.CC.

Cartesian coordinates (Å):
1 C -2.5682 -1.3183 -1.1735
2 C -1.3488 -0.3914 -1.3490
3 C -1.1576 0.7078 -0.5358
4 C 0.0281 1.4402 -0.5567
5 C 0.9347 1.0686 -1.5676
6 O 2.0598 1.8489 -1.6642
7 C 0.7860 -0.0322 -2.4252
8 C -0.4955 -0.6847 -2.4178
9 H -2.1613 -2.2229 -1.5829
10 H -3.3131 -1.1021 -1.8507
11 H -2.6626 -1.4863 -0.1075
12 H -1.9313 1.0840 0.2398
13 H 0.2922 2.2465 0.0921
14 H 2.8696 1.4800 -1.9542
15 H 1.4954 -0.2193 -3.2228
16 H -0.6923 -1.5476 -3.1780
17 C 0.3532 -0.4759 3.0686
18 C 1.5669 0.2502 2.6620
19 H 0.3012 -1.5301 2.7680
20 H 0.4324 -0.6936 4.1191
21 H -0.5532 0.0878 3.0284
22 H 2.2314 -0.2696 2.0182
23 H 1.4205 1.1299 2.0535
24 H 2.1123 0.6300 3.5362

Population analysis type natural (NBO), resulting atomic charges in e: C -0.63; C -0.06; C -0.18; C -0.27; C 0.29; O -0.70; C -0.29; C -0.18; H 0.21; H 0.22; H 0.23; H 0.22; H 0.23; H 0.49; H 0.21; H 0.22; C -0.63; C -0.62; H 0.21; H 0.20; H 0.21; H 0.21; H 0.21; H 0.20

***

Listing ΔE to the lowest compared entry with this formula, charge and spin for the structures above in their given order: 134.3, 224.9, 68.9, 278.2, 124.7, 67.6, 111.9, 44.4, 156.1, 120.7, 31.3, 158.7 kJ/mol.